No. 1
Below is a cluster of 13 separate species, C38H103N21O13 in total in a non-equilibrium geometry, with properties calculated with the ωB97M-V functional and the def2-TZVPD basis.

Positions of all 175 atoms, in Å:
O (1.605, -0.795, 5.272)
O (-3.532, 4.847, -2.298)
O (-0.742, -0.961, -5.709)
O (-3.532, 4.271, 0.320)
O (2.326, 1.041, -1.068)
O (2.237, 4.051, -0.362)
O (6.762, 2.625, 0.758)
O (-4.355, -3.243, 2.609)
O (5.695, 0.405, -4.060)
O (2.624, -5.870, 0.783)
O (-5.911, -0.543, -4.467)
O (0.952, -4.346, -3.867)
O (7.739, -2.249, 0.743)
N (7.889, -4.326, -0.243)
N (-0.162, 1.211, -5.116)
N (3.113, 5.934, -1.280)
N (-4.434, 3.534, 1.088)
N (-0.594, -5.729, -4.768)
N (0.614, -6.492, -1.067)
N (5.913, -3.594, 0.590)
N (-4.850, -0.401, -2.475)
N (-1.614, 0.819, -6.787)
N (6.806, 2.164, -3.234)
N (2.878, -3.173, 6.008)
N (0.002, 4.780, -3.399)
N (-3.729, 0.201, -4.353)
N (1.479, 0.317, -0.204)
N (-0.999, -3.504, -4.775)
N (5.995, 0.465, 0.842)
N (5.076, 1.226, -2.011)
N (4.281, 4.791, 0.299)
N (-6.511, -3.306, 1.891)
N (8.164, 0.906, 1.304)
N (-4.903, -2.317, 0.596)
C (-5.732, 2.138, 3.322)
C (-5.121, 1.390, 2.114)
C (-0.046, -1.703, 1.194)
C (0.436, -0.376, -0.968)
C (5.814, 1.220, -3.147)
C (-2.396, 5.331, -3.007)
C (2.822, 0.842, 1.664)
C (-3.943, 4.656, 3.219)
C (-5.199, -2.916, 1.784)
C (2.131, -0.322, 0.943)
C (-0.339, 0.616, -1.813)
C (-5.012, 4.356, 2.167)
C (0.946, -0.728, 1.831)
C (-0.631, -1.026, -0.052)
C (0.822, -4.471, 5.395)
C (6.918, 1.428, 1.006)
C (-4.035, 2.154, 1.335)
C (7.253, -3.311, 0.373)
C (-1.097, -5.205, 0.069)
C (1.671, -3.238, 5.143)
C (1.247, -5.736, 1.137)
C (0.862, 0.413, 5.271)
C (0.437, -5.398, -0.133)
C (-4.184, 3.755, -2.918)
C (0.793, -1.969, 5.354)
C (-6.130, 3.551, 2.894)
C (-5.790, 5.594, 1.636)
C (-0.126, -4.499, -4.434)
C (-4.892, -0.290, -3.834)
C (-3.879, 1.436, 0.009)
C (3.147, 4.888, -0.424)
C (-0.637, 5.365, -1.160)
C (3.217, -1.421, 0.712)
C (3.404, -6.229, 1.898)
C (-0.866, 0.258, -5.765)
C (-2.714, 1.981, 2.111)
C (-1.131, 4.669, -2.431)
C (0.969, -1.544, -1.832)
H (-3.620, 0.452, -5.319)
H (-6.799, -3.983, 2.569)
H (1.315, -1.208, 2.744)
H (3.782, -1.610, 1.627)
H (-5.135, 2.171, 4.233)
H (0.637, -4.703, 6.450)
H (4.291, -6.792, 1.615)
H (1.513, 1.227, 4.961)
H (1.439, -5.372, 5.262)
H (-0.186, 2.133, -5.499)
H (-6.430, 5.254, 0.822)
H (1.929, -1.249, -2.256)
H (0.561, 0.928, -4.476)
H (-1.289, -1.634, -0.681)
H (-6.288, 6.152, 2.424)
H (5.067, 0.708, 1.155)
H (-2.250, 1.015, 1.889)
H (0.534, -6.134, -2.014)
H (-3.695, 2.797, -2.722)
H (5.415, 1.742, -1.215)
H (-3.922, -2.092, 0.537)
H (0.020, -6.512, -4.892)
H (0.363, 0.094, 2.250)
H (6.086, -0.524, 0.688)
H (0.295, 1.039, -2.588)
H (3.821, 6.641, -1.217)
H (4.208, 0.731, -1.907)
H (0.015, 0.393, 4.575)
H (3.838, -1.282, -0.170)
H (3.318, -2.280, 5.787)
H (-5.233, 3.575, -2.668)
H (5.427, -4.374, 0.194)
H (3.443, 0.539, 2.513)
H (-5.071, 6.282, 1.181)
H (-7.052, -3.118, 1.068)
H (1.886, -3.179, 4.073)
H (-0.052, -4.623, 4.768)
H (1.559, -6.844, -0.968)
H (-4.251, 4.063, -3.967)
H (-2.893, 1.958, 3.187)
H (2.389, -2.884, 6.861)
H (0.699, 4.117, -3.076)
H (-1.334, -0.231, 0.220)
H (-3.024, 1.885, -0.510)
H (-5.611, -1.849, 0.065)
H (7.419, -5.077, -0.717)
H (7.207, 2.355, -4.129)
H (-1.409, -4.303, 0.607)
H (-1.867, 2.650, 1.939)
H (1.078, -2.409, -1.172)
H (0.889, -4.497, -0.567)
H (-6.630, 1.565, 3.564)
H (2.051, 1.504, 2.059)
H (-0.772, 1.393, -1.177)
H (-2.358, 6.420, -3.029)
H (-4.226, 0.126, -1.890)
H (-3.717, 3.785, 3.831)
H (2.831, -6.785, 2.649)
H (8.160, -0.098, 1.286)
H (-1.204, 0.214, -2.349)
H (0.114, 4.692, -0.735)
H (1.059, -5.023, 1.946)
H (8.901, 1.585, 1.269)
H (3.652, -5.306, 2.440)
H (-0.723, -2.524, -4.774)
H (-4.185, 5.505, 3.867)
H (2.009, 1.947, -0.966)
H (0.305, -1.963, -2.589)
H (-2.563, 5.066, -4.058)
H (2.381, 6.059, -1.953)
H (0.373, -1.923, 6.369)
H (-1.510, -5.036, -0.926)
H (-1.690, 0.225, -7.594)
H (2.661, -2.362, 0.617)
H (-1.786, 1.804, -6.835)
H (0.378, 0.703, 6.211)
H (-1.857, -3.721, -5.240)
H (3.505, 1.404, 1.029)
H (-0.842, -1.886, 1.919)
H (-1.316, 3.602, -2.289)
H (-4.695, 1.589, -0.703)
H (-2.941, 4.963, 2.901)
H (-5.943, 1.100, 1.460)
H (0.908, -6.710, 1.507)
H (-4.011, 4.532, -0.483)
H (5.085, 5.359, 0.120)
H (-1.458, 5.376, -0.442)
H (-3.714, 0.358, 0.048)
H (-4.663, 0.510, 2.570)
H (-1.570, -5.881, -4.934)
H (-5.684, -0.816, -2.098)
H (5.459, -2.836, 1.068)
H (-0.205, 6.338, -1.377)
H (4.372, 3.962, 0.862)
H (7.121, 2.647, -2.410)
H (8.739, -4.135, -0.756)
H (-3.054, 0.492, -3.671)
H (-0.068, -1.898, 4.680)
H (-7.059, 3.512, 2.310)
H (0.452, -2.657, 1.015)
H (-1.556, -6.030, 0.610)
H (-0.253, 4.513, -4.345)
H (-6.560, 4.208, 3.658)

Cartesian forces (eV/Å) of the 2 atoms listed first:
-0.2 0.2 -0.5
-0.8 0.5 0.6

Values from the calculation:
Relative energy (zero: lowest compared OMol25 entry of this formula, charge and spin), eV: 1.676
HOMO-LUMO gap, eV: 8.33
2S+1: 1

These are the Löwdin partial charges, in e, on atoms 1 to 8: -0.214 -0.220 0.026 -0.020 -0.037 -0.012 -0.008 0.017

***

No. 2
Below is a cluster of 2 separate species, C3H14N2O in total in a non-equilibrium geometry, with properties calculated with the ωB97M-V functional and the def2-TZVPD basis.

Positions of all 20 atoms, in Å:
O (-2.425, 1.629, 1.149)
N (-1.166, 0.503, -1.324)
N (1.512, -1.061, 1.809)
C (1.274, -0.098, 0.516)
C (0.591, -1.008, -0.620)
C (0.134, -0.015, -1.806)
H (0.849, 0.755, -1.866)
H (2.143, -0.673, 2.546)
H (1.450, -1.634, -1.107)
H (-1.211, 1.376, -0.833)
H (-0.222, -1.682, -0.194)
H (2.331, 0.235, 0.271)
H (0.630, 0.716, 0.868)
H (-2.251, 1.927, 2.103)
H (-1.753, 0.641, -2.072)
H (-2.852, 2.339, 0.659)
H (2.080, -1.840, 1.360)
H (0.557, -1.349, 2.025)
H (-1.625, -0.157, -0.749)
H (-0.045, -0.604, -2.734)

Cartesian forces (eV/Å) of the 2 atoms listed first:
0.8 -1.1 1.4
0.5 0.6 0.5

Values from the calculation:
Relative energy (zero: lowest compared OMol25 entry of this formula, charge and spin), eV: 1.128
HOMO-LUMO gap (spin up / spin down), eV: 12.12 / 4.26
Net charge: +3
2S+1: 2

These are the natural (NBO) partial charges, in e, on atoms 1 to 8: -0.134 -0.641 -0.707 -0.216 -0.478 -0.227 0.260 0.489

***

No. 3
Below is a structure of composition C14H13CdF2NO11P2, with properties calculated with the ωB97M-V functional and the def2-TZVPD basis.

Positions of all 44 atoms, in Å:
Cd (-1.233, 0.188, 0.689)
P (-3.121, 1.650, -1.691)
P (-0.750, 3.128, -1.062)
F (-0.740, -1.218, 3.357)
F (-2.768, -0.340, 3.291)
O (-3.501, -2.051, -2.164)
O (1.469, 0.208, 0.640)
O (3.108, 0.118, -1.011)
O (-3.650, 1.082, -3.110)
O (-1.679, 2.248, -2.100)
O (-0.568, 2.265, 0.159)
O (-1.749, 4.342, -0.718)
O (-2.921, 0.439, -0.816)
O (-2.770, -2.364, -0.073)
O (0.439, 3.635, -1.775)
O (-4.004, 2.759, -1.236)
N (-0.322, -1.186, -0.937)
C (1.912, 0.829, 2.842)
C (3.600, -0.290, 4.147)
C (-1.164, -1.805, -1.773)
C (1.344, -1.350, -2.722)
C (2.602, 0.673, 4.029)
C (-0.874, -2.225, -3.046)
C (-1.449, -0.111, 2.871)
C (0.443, -1.961, -3.519)
C (2.209, 0.006, 1.757)
C (-2.525, -2.084, -1.216)
C (0.980, -0.960, -1.369)
C (3.896, -1.093, 3.055)
C (1.889, -0.364, -0.560)
C (3.212, -0.951, 1.855)
H (-4.325, -2.126, -1.660)
H (3.435, -1.569, 0.996)
H (1.137, 1.575, 2.714)
H (2.358, 1.308, 4.873)
H (4.139, -0.411, 5.079)
H (2.966, 1.041, -1.274)
H (4.673, -1.846, 3.135)
H (-2.673, 4.004, -0.730)
H (-1.623, -2.707, -3.655)
H (2.346, -1.129, -3.062)
H (-3.355, 0.164, -3.184)
H (-1.112, 0.720, 3.504)
H (0.721, -2.240, -4.530)

Cartesian forces (eV/Å) of the 2 atoms listed first:
0.1 0.0 0.0
-0.1 0.1 -0.1

Values from the calculation:
Relative energy (zero: lowest compared OMol25 entry of this formula, charge and spin), eV: 0.527
HOMO-LUMO gap, eV: 5.82
Net charge: -2
2S+1: 1

These are the natural (NBO) partial charges, in e, on atoms 1 to 8: 1.561 2.563 2.557 -0.417 -0.418 -0.711 -0.526 -0.735

***

No. 4
Below is a cluster of 2 separate species, C13H17BrF2N3O2S in total in a non-equilibrium geometry, with properties calculated with the ωB97M-V functional and the def2-TZVPD basis.

Positions of all 39 atoms, in Å:
Br (2.348, 1.343, -3.214)
S (-3.497, -4.099, 0.618)
F (1.143, 2.256, 2.977)
F (0.679, 4.400, -0.017)
O (-1.013, 1.972, 3.000)
O (-1.168, 4.268, 1.063)
N (0.926, -1.054, 1.817)
N (0.011, 2.273, 0.922)
N (-1.697, 2.757, -1.942)
C (1.820, -0.742, -1.599)
C (-0.966, 1.410, 0.227)
C (3.681, -0.958, 0.271)
C (-1.599, -0.914, -0.498)
C (3.109, -0.069, -0.925)
C (-3.538, -2.237, 0.644)
C (-0.061, 2.137, 2.352)
C (-1.513, 2.117, -1.029)
C (-2.048, -1.675, 0.822)
C (-0.239, 3.689, 0.671)
C (0.534, 0.190, -1.566)
C (0.456, -0.641, 0.873)
C (-0.340, 0.035, -0.256)
H (-1.418, -2.558, 1.035)
H (-4.123, -1.967, 1.555)
H (1.656, -1.782, -1.210)
H (2.091, -0.862, -2.669)
H (-2.077, -0.940, 1.662)
H (-2.188, -4.474, 0.493)
H (3.672, -0.337, 1.203)
H (2.987, -1.803, 0.473)
H (4.735, -1.275, 0.108)
H (-0.114, -0.068, -2.437)
H (-2.503, -0.321, -0.796)
H (-1.862, 1.140, 0.828)
H (3.891, 0.136, -1.683)
H (-4.027, -1.842, -0.274)
H (2.768, 0.887, -0.455)
H (0.891, 1.286, -1.765)
H (-1.406, -1.679, -1.280)

Cartesian forces (eV/Å) of the 2 atoms listed first:
1.4 2.8 -3.4
-0.4 -0.1 -0.1

Values from the calculation:
HOMO-LUMO gap, eV: 6.20
Net charge: -1
2S+1: 1

These are the natural (NBO) partial charges, in e, on atoms 1 to 8: -0.845 -0.098 -0.314 -0.292 -0.506 -0.500 -0.358 -0.562

***

No. 5
Below is the molecule C4H8N2O, with properties calculated with the ωB97M-V functional and the def2-TZVPD basis.

Positions of all 15 atoms, in Å:
O (2.720, -1.457, -0.266)
N (1.876, -0.776, -0.792)
N (-0.414, 1.333, 0.207)
C (-1.808, -0.726, -0.137)
C (0.804, -0.431, 0.153)
C (0.956, 1.024, 0.643)
C (-0.535, 0.027, -0.482)
H (-0.484, 2.138, -0.405)
H (0.847, -1.181, 0.946)
H (1.760, 1.557, 0.123)
H (-2.687, -0.156, -0.461)
H (-1.844, -1.707, -0.625)
H (1.106, 1.113, 1.723)
H (-0.421, 0.106, -1.574)
H (-1.878, -0.863, 0.947)

Cartesian forces (eV/Å) of the 2 atoms listed first:
-0.2 0.2 -0.5
0.3 -0.2 0.3

Values from the calculation:
Relative energy (zero: lowest compared OMol25 entry of this formula, charge and spin), eV: 4.257
HOMO-LUMO gap, eV: 9.18
2S+1: 1

These are the natural (NBO) partial charges, in e, on atoms 1 to 8: -0.282 0.157 -0.622 -0.612 -0.185 -0.208 -0.045 0.362

***

No. 6
Below is a structure of composition C9H3Cl2F6NO5PdS3 in a non-equilibrium geometry, with properties calculated with the ωB97M-V functional and the def2-TZVPD basis.

Positions of all 30 atoms, in Å:
Pd (-0.485, 0.038, -0.283)
Cl (0.149, -0.297, -3.326)
Cl (3.720, -4.915, -0.731)
S (1.652, -2.610, 0.369)
S (-2.255, 1.654, 1.552)
S (-2.406, 3.489, 3.597)
F (-2.193, 2.346, -0.986)
F (-2.104, 1.197, 4.933)
F (-0.318, 2.411, 4.828)
F (-0.574, 3.187, 0.149)
F (-2.563, 4.027, 0.331)
F (-1.937, 2.982, 6.140)
O (-3.057, 0.682, 0.843)
O (-1.305, 4.175, 2.985)
O (1.338, -2.016, -1.944)
O (-0.923, 1.171, 1.911)
O (-3.451, 4.214, 4.236)
N (-3.068, 2.395, 2.628)
C (2.917, -3.853, -1.829)
C (0.622, -1.325, -0.258)
C (2.751, -3.319, -4.275)
C (1.232, -1.625, -3.247)
C (2.112, -2.954, -1.296)
C (-1.878, 2.910, 0.208)
C (-1.642, 2.447, 4.958)
C (1.838, -2.179, -4.288)
C (3.214, -4.038, -3.249)
H (3.100, -3.611, -5.257)
H (1.616, -1.732, -5.246)
H (3.897, -4.852, -3.451)

Cartesian forces (eV/Å) of the 2 atoms listed first:
-0.2 0.0 1.5
0.2 -0.1 -0.5

Values from the calculation:
Relative energy (zero: lowest compared OMol25 entry of this formula, charge and spin), eV: 6.422
HOMO-LUMO gap, eV: 7.22
2S+1: 1

These are the natural (NBO) partial charges, in e, on atoms 1 to 8: 0.573 0.090 0.063 0.408 2.218 2.234 -0.338 -0.314

***

No. 7
Below is a cluster of 2 separate species, C5H14N2S in total in a non-equilibrium geometry, with properties calculated with the ωB97M-V functional and the def2-TZVPD basis.

Positions of all 22 atoms, in Å:
S (-0.709, 1.807, 2.345)
N (0.062, -0.723, -1.639)
N (0.599, -1.285, 2.223)
C (1.588, 0.224, 0.759)
C (-0.246, -1.165, -0.184)
C (-0.992, -0.197, -2.595)
C (0.903, -1.154, 0.791)
C (-0.428, 0.563, -3.830)
H (0.416, -0.327, 2.509)
H (2.592, 0.289, 1.274)
H (0.648, -1.433, -2.071)
H (0.809, 0.829, 1.287)
H (-1.549, 0.546, -2.052)
H (0.001, 1.463, -3.459)
H (-0.097, -1.937, 2.654)
H (-1.714, -0.910, -3.001)
H (0.140, -0.032, -4.510)
H (1.637, 0.617, -0.217)
H (-1.135, -0.514, 0.284)
H (1.681, -1.978, 0.626)
H (-1.184, 1.096, -4.418)
H (-0.486, -2.191, -0.168)

Cartesian forces (eV/Å) of the 2 atoms listed first:
0.5 -0.3 -0.4
-0.2 0.1 0.7

Values from the calculation:
Relative energy (zero: lowest compared OMol25 entry of this formula, charge and spin), eV: 5.142
HOMO-LUMO gap, eV: 5.54
2S+1: 1

These are the natural (NBO) partial charges, in e, on atoms 1 to 8: -0.151 -0.667 -0.846 -0.512 -0.234 -0.205 -0.077 -0.622

***

No. 8
Below is a cluster of 13 separate species, C6H31F3NO18PS2 in total in a non-equilibrium geometry, with properties calculated with the ωB97M-V functional and the def2-TZVPD basis.

Positions of all 62 atoms, in Å:
S (-4.635, -1.488, -2.370)
S (-1.779, 2.322, 0.039)
P (-3.654, -1.234, -0.680)
F (2.483, 0.346, -2.903)
F (3.761, -1.416, -1.953)
F (3.335, 0.489, -0.760)
O (3.667, -2.247, -5.115)
O (2.354, -5.957, -0.455)
O (3.004, -4.206, -3.170)
O (-5.270, 0.713, 1.458)
O (1.875, -1.649, 0.184)
O (-4.986, 4.380, 0.407)
O (-4.028, 2.293, 4.830)
O (-3.005, 1.320, -0.553)
O (-2.132, 5.871, -0.756)
O (-0.987, 1.910, 3.937)
O (-0.985, 1.070, 0.862)
O (4.705, -6.811, -2.890)
O (2.262, 1.758, 3.705)
O (0.788, 3.356, 1.387)
O (-1.028, -1.345, 0.703)
O (4.890, -0.723, 1.347)
O (-2.154, 3.456, 0.964)
O (-1.060, 2.980, -1.111)
N (-0.164, -0.772, 3.125)
C (-2.284, 0.079, -0.896)
C (-0.737, -1.057, 2.090)
C (0.459, 0.222, -0.839)
C (2.785, -0.423, -1.737)
C (-0.895, -0.099, -0.033)
C (1.442, -1.027, -1.040)
H (4.257, -7.281, -3.604)
H (-5.508, 1.240, 0.683)
H (-3.096, -2.507, -0.342)
H (1.488, 3.916, 1.030)
H (4.378, -0.972, 0.568)
H (3.154, -2.491, -5.895)
H (-2.078, 0.068, -2.020)
H (3.626, -4.778, -2.698)
H (-1.920, 5.164, -0.130)
H (-4.646, 1.796, 5.380)
H (-4.612, -0.749, 0.262)
H (0.950, 1.140, -0.359)
H (1.301, 1.772, 3.831)
H (-4.459, 5.151, 0.159)
H (1.731, -1.029, 0.934)
H (1.041, 3.218, 2.308)
H (4.912, -7.503, -2.249)
H (2.404, 1.032, 3.085)
H (1.000, -1.779, -1.799)
H (-1.845, 2.185, 4.288)
H (-5.501, 1.280, 2.206)
H (3.539, -3.442, -3.428)
H (-1.099, 1.962, 2.980)
H (-4.279, 3.215, 4.971)
H (4.278, -1.573, -5.438)
H (-2.572, 5.414, -1.484)
H (2.124, -5.385, 0.287)
H (0.134, 0.560, -1.897)
H (-4.361, 3.811, 0.873)
H (2.121, -5.433, -1.234)
H (5.501, -0.051, 1.020)

Cartesian forces (eV/Å) of the 2 atoms listed first:
0.5 0.3 0.3
0.9 5.0 -1.1

Values from the calculation:
Relative energy (zero: lowest compared OMol25 entry of this formula, charge and spin), eV: 3.658
HOMO-LUMO gap, eV: 8.41
2S+1: 1

These are the natural (NBO) partial charges, in e, on atoms 1 to 8: -0.592 2.387 0.767 -0.330 -0.315 -0.361 -0.952 -0.948